Record 1
Computed, not measured: a single C15H17ClN2O2S2 molecule, with ωB97M-V/def2-TZVPD.

frontier orbital gap = 7.945 eV
LUMO energy = 0.40 eV
molecular weight = 356.90 g mol⁻¹
SMILES = O=S(=O)(Nc1cc(Cl)ccc1N1CCCCC1)c1cccs1
relative energy (zero: lowest compared OMol25 entry of this formula, charge and spin) = 13.2 kcal/mol

Geometry (Å):
1 O -0.0421 -1.2416 1.2689
2 S 1.3138 -1.2792 0.8244
3 O 1.9784 -2.5375 0.6844
4 N 1.4234 -0.5073 -0.6654
5 C 0.8014 0.7670 -0.6501
6 C 1.5494 1.8794 -0.3010
7 C 0.9334 3.0961 -0.0707
8 Cl 1.8912 4.4663 0.3763
9 C -0.4453 3.1953 -0.1521
10 C -1.1872 2.0979 -0.5335
11 C -0.5973 0.8558 -0.8358
12 N -1.3517 -0.1807 -1.2865
13 C -0.8701 -1.2174 -2.1674
14 C -0.9877 -2.6028 -1.5184
15 C -2.2072 -2.6286 -0.5910
16 C -3.2795 -1.6826 -1.1210
17 C -2.7748 -0.2381 -1.0257
18 C 2.2487 -0.2257 1.9000
19 C 1.7551 0.7847 2.6661
20 C 2.7777 1.5215 3.3013
21 C 4.0179 1.0620 2.9866
22 S 3.9660 -0.2855 1.9171
23 H 2.3855 -0.5052 -0.9745
24 H 2.6210 1.7892 -0.1924
25 H -0.9335 4.1327 0.0629
26 H -2.2548 2.2103 -0.6215
27 H 0.1572 -1.0093 -2.4562
28 H -1.4869 -1.1838 -3.0767
29 H -1.0810 -3.3547 -2.3043
30 H -0.0898 -2.8200 -0.9402
31 H -1.9009 -2.2930 0.3999
32 H -2.5985 -3.6426 -0.5056
33 H -3.5193 -1.9404 -2.1545
34 H -4.1962 -1.7745 -0.5373
35 H -2.9466 0.1324 -0.0115
36 H -3.3330 0.3982 -1.7311
37 H 0.7022 0.9728 2.7616
38 H 2.5955 2.3563 3.9526
39 H 4.9658 1.4329 3.3224

Results of the Löwdin charge analysis, in e, for atoms 1 through 2: -0.253 0.601

Record 2
Computed, not measured: a molecular structure, C15H17CuN7O7, with ωB97M-V/def2-TZVPD.

frontier orbital gap (spin up / spin down) = 7.248 / 6.220 eV
LUMO energy (spin up / spin down) = -1.16 / -2.18 eV
multiplicity = 2
molecular weight = 470.89 g mol⁻¹
relative energy (zero: lowest compared OMol25 entry of this formula, charge and spin) = 9.3 kcal/mol

Geometry (Å):
1 Cu 0.4233 0.1171 -0.3429
2 N 0.0112 -1.8241 -0.4976
3 C -0.7332 -2.1010 -1.7527
4 C 0.1866 -2.4267 -2.9172
5 C 1.0780 -1.2915 -3.4327
6 C 2.3124 -0.9744 -2.5876
7 N 2.0631 0.0844 -1.5922
8 H 0.8467 -2.3983 -0.4382
9 H -0.5622 -2.0725 0.3086
10 H -1.3295 -1.2157 -1.9822
11 H -1.4214 -2.9314 -1.5825
12 H -0.4549 -2.7592 -3.7352
13 H 0.8113 -3.2885 -2.6555
14 H 0.4851 -0.3797 -3.5571
15 H 1.4219 -1.5711 -4.4293
16 H 3.1356 -0.6665 -3.2358
17 H 2.6485 -1.8689 -2.0577
18 H 1.9454 0.9879 -2.0508
19 H 2.8735 0.2240 -0.9937
20 N 0.1268 0.7032 3.7782
21 C 0.5722 0.9521 2.5296
22 O 0.3953 0.0315 1.6622
23 C 1.2126 2.1741 2.2556
24 C 1.7604 2.3774 0.9781
25 N 2.1957 2.5421 -0.0795
26 C 1.3711 3.1484 3.2722
27 N 1.5145 3.8931 4.1398
28 H -0.3470 -0.1653 3.9543
29 H 0.2219 1.3844 4.5123
30 O -2.3216 3.0208 -1.1624
31 C -2.0155 1.9084 -0.7978
32 O -0.9063 1.2998 -1.0621
33 C -3.0497 1.1003 -0.0228
34 C -2.6957 0.0411 0.7926
35 C -3.6781 -0.6900 1.4324
36 C -5.0213 -0.4025 1.3126
37 C -5.3438 0.6701 0.5026
38 C -4.3955 1.4287 -0.1582
39 N -6.7741 1.0055 0.3367
40 O -7.5728 0.3448 0.9621
41 O -7.0479 1.9196 -0.4032
42 N -3.2657 -1.8394 2.2485
43 O -2.1402 -2.2760 2.0663
44 O -4.0482 -2.2770 3.0540
45 H -1.6599 -0.1909 0.9816
46 H -5.7809 -0.9785 1.8192
47 H -4.6856 2.2663 -0.7755

Results of the Löwdin charge analysis, in e, for atoms 1 through 2: 0.629 0.017